<w>
This record from the Open Molecules 2025 dataset describes the ion C6H14NO with charge +1. The level of theory is wB97M-V/def2-TZVPD.

Last column: natural (NBO) charge in e.
Cartesian coordinates (Å):
C (1.48, 0.63, 1.32)  -0.608
C (0.20, -0.01, 0.67)  0.024
C (-0.98, 0.87, 1.02)  -0.630
C (0.15, -1.47, 1.28)  -0.606
C (0.47, -0.07, -0.95)  0.001
O (0.67, 1.17, -1.53)  -0.699
C (-0.48, -0.80, -1.84)  0.309
N (-1.37, -0.12, -2.50)  -0.606
H (1.51, 1.65, 1.15)  0.204
H (1.30, 0.70, 2.33)  0.231
H (2.26, 0.06, 1.04)  0.218
H (-1.79, 0.64, 0.25)  0.195
H (-1.30, 0.77, 2.14)  0.263
H (-0.69, 1.87, 0.80)  0.202
H (-0.61, -2.04, 0.96)  0.203
H (-0.01, -1.26, 2.29)  0.228
H (0.94, -2.06, 1.07)  0.216
H (1.30, -0.73, -1.11)  0.206
H (0.62, 1.88, -0.83)  0.500
H (-0.31, -1.89, -2.07)  0.247
H (-1.52, 0.89, -2.31)  0.462
H (-1.83, -0.66, -3.20)  0.440

LUMO level, eV: -5.0
Kohn-Sham gap, eV: 10.148
Total charge: +1
SMILES: CC(C)(C)[C@H](O)C=[NH2+]

<x>
This record from the Open Molecules 2025 dataset describes a cluster of 2 separate species, C6H14NO in total. The level of theory is wB97M-V/def2-TZVPD.

Last column: natural (NBO) charge in e.
Cartesian coordinates (Å):
C (-0.01, -3.66, -0.62)  -0.611
C (-0.62, -2.66, 0.38)  -0.499
C (-0.38, -1.26, -0.04)  0.246
C (1.05, 1.93, 1.56)  -0.154
O (-0.11, 2.73, 1.79)  -0.627
C (0.65, 0.96, 0.51)  0.149
C (0.29, -0.33, 0.75)  -0.369
N (-0.56, 1.98, -3.35)  -1.118
H (-0.16, -4.65, -0.17)  0.251
H (-0.44, -3.78, -1.61)  0.240
H (-1.69, -2.84, 0.50)  0.270
H (-0.14, -2.85, 1.33)  0.240
H (-1.30, -0.83, -0.43)  0.235
H (-1.23, 2.35, -4.00)  0.390
H (1.79, 2.63, 1.17)  0.237
H (1.41, 1.48, 2.48)  0.199
H (-0.80, 2.12, 2.10)  0.472
H (0.48, 1.37, -0.48)  0.237
H (0.55, -0.69, 1.75)  0.249
H (1.07, -3.62, -0.68)  0.231
H (0.38, 2.30, -3.46)  0.377
H (-0.70, 1.06, -3.00)  0.356

LUMO level, eV: -7.2
Kohn-Sham gap, eV: 5.330
Total charge: +1

Most stable to least stable, the ends of the list are <w> and <x>.